Molecular formula: CH4INO
Method: DFT, ωB97M-V with the def2-TZVPD basis set

Summary:
- max |F| (eV/A) = 3.992
- Kohn-Sham gap (spin up / spin down) (eV) = 8.22 / 8.55
- relative energy (zero: lowest compared OMol25 entry of this formula, charge and spin) (kcal per mole) = 107.9

Atoms and positions in Å:
C 0.27951 -1.19798 -0.69173
N -0.98525 0.59241 -0.01250
O -0.64650 -0.64907 0.07059
I -2.41359 0.98936 1.42605
H 0.50428 -2.22094 -0.76681
H 1.53573 1.38632 0.60430
H 1.00456 -0.70655 -1.37368
H 0.72126 1.80644 0.74379